No. 1
5 unconnected molecules or ions with the total composition C35H69ClN6O2, computed with ωB97M-V/def2-TZVPD.

Element x y z (Å)
C -5.846 -3.528 1.815
C -4.426 -3.060 1.330
C -3.485 -4.063 0.676
C -2.189 -3.623 0.208
Cl -1.030 -4.761 -0.586
C -1.746 -2.183 0.376
N -0.494 -1.852 -0.133
C -0.181 -0.547 0.056
C 1.196 -0.002 -0.505
C 0.798 1.230 -1.440
O 0.077 0.980 -2.370
O 1.242 2.516 -1.137
C -1.080 0.408 0.777
N -2.308 0.137 1.294
C -2.615 -1.200 1.046
C -3.975 -1.680 1.510
H -6.420 -4.076 1.008
H -6.437 -2.581 2.012
H -5.845 -4.136 2.758
H -3.775 -5.129 0.512
H 1.900 0.292 0.318
H 1.603 -0.835 -1.151
H 2.208 2.580 -1.264
H -0.714 1.470 0.880
H -4.683 -0.957 2.004
C 3.200 6.618 -1.143
C 2.824 5.919 0.158
N 3.924 5.194 0.780
C 3.493 4.331 1.874
C 2.898 4.993 3.117
C 5.136 5.961 1.034
C 5.023 7.197 1.929
H 3.608 5.909 -1.868
H 2.311 7.076 -1.584
H 3.929 7.415 -0.985
H 2.026 5.208 -0.081
H 2.389 6.661 0.841
H 4.331 3.695 2.180
H 2.747 3.632 1.475
H 3.668 5.449 3.741
H 2.401 4.238 3.733
H 2.154 5.751 2.871
H 5.550 6.277 0.071
H 5.903 5.297 1.445
H 4.141 7.800 1.703
H 5.898 7.836 1.786
H 4.996 6.929 2.985
C -2.468 -5.584 4.975
C -3.777 -5.151 5.596
N -4.716 -6.238 5.833
C -6.054 -5.775 6.181
C -6.227 -5.007 7.492
C -4.218 -7.352 6.629
C -3.716 -7.049 8.043
H -2.645 -6.111 4.034
H -1.858 -4.703 4.761
H -1.881 -6.228 5.633
H -4.228 -4.439 4.895
H -3.566 -4.592 6.518
H -6.741 -6.627 6.178
H -6.407 -5.133 5.365
H -6.201 -5.671 8.357
H -7.204 -4.515 7.503
H -5.472 -4.230 7.625
H -3.404 -7.831 6.077
H -4.990 -8.126 6.688
H -3.102 -6.147 8.087
H -3.100 -7.878 8.400
H -4.539 -6.940 8.749
C 2.266 -4.803 -3.004
C 3.050 -5.941 -3.642
N 3.761 -6.777 -2.685
C 4.701 -7.697 -3.314
C 4.136 -8.788 -4.224
C 2.956 -7.348 -1.612
C 1.778 -8.242 -2.004
H 2.915 -4.169 -2.395
H 1.822 -4.179 -3.783
H 1.449 -5.168 -2.378
H 3.781 -5.488 -4.320
H 2.366 -6.530 -4.269
H 5.316 -8.167 -2.539
H 5.408 -7.100 -3.902
H 3.682 -9.598 -3.651
H 4.945 -9.233 -4.811
H 3.398 -8.403 -4.930
H 2.570 -6.527 -1.000
H 3.608 -7.903 -0.930
H 1.202 -7.837 -2.839
H 1.094 -8.341 -1.157
H 2.103 -9.249 -2.266
C -2.605 9.066 -4.298
C -1.550 9.336 -5.363
N -0.213 9.551 -4.827
C 0.728 10.054 -5.821
C 1.077 9.147 -7.002
C 0.305 8.503 -3.957
C 0.414 7.091 -4.533
H -2.644 9.877 -3.567
H -3.589 8.989 -4.767
H -2.425 8.128 -3.770
H -1.859 10.239 -5.900
H -1.570 8.515 -6.093
H 1.655 10.351 -5.319
H 0.320 10.990 -6.223
H 1.764 8.351 -6.713
H 1.581 9.732 -7.777
H 0.193 8.698 -7.459
H -0.326 8.457 -3.063
H 1.285 8.803 -3.574
H -0.462 6.805 -5.118
H 0.509 6.368 -3.718
H 1.299 6.979 -5.159

Spin multiplicity: 1
Orbital gap in eV: 7.42
E_LUMO in eV: -0.6

---

No. 2
2 unconnected molecules or ions with the total composition C9H14O, computed with ωB97M-V/def2-TZVPD.

Element x y z (Å)
C 3.764 -0.461 -0.489
C -0.419 -1.246 -0.797
C 0.142 -0.074 -1.413
C 0.396 -2.145 -0.102
C 1.476 0.189 -1.313
C 1.737 -1.887 -0.004
C 2.313 -0.701 -0.609
H -1.486 -1.405 -0.866
H -0.494 0.597 -1.976
H -0.011 -3.031 0.359
H 1.886 1.073 -1.778
H 2.379 -2.562 0.547
H 4.141 -0.792 0.484
H 3.990 0.597 -0.600
H 4.318 -0.998 -1.270
C -2.171 1.113 0.860
C -3.042 1.840 1.862
O -2.907 0.606 -0.255
H -1.353 1.758 0.511
H -1.717 0.235 1.336
H -3.883 1.187 2.110
H -3.138 1.345 -0.831
H -3.418 2.766 1.434
H -2.504 1.997 2.800

Spin multiplicity: 2
Net charge: +1
Orbital gap (alpha / beta) in eV: 9.35 / 5.56
E_LUMO (alpha / beta) in eV: -4.3 / -8.0
⟨S²⟩: 0.77

---

No. 3
A molecular structure, C35H44N4O6OsP, computed with ωB97M-V/def2-TZVPD.

Element x y z (Å)
Os -1.177 0.204 -0.160
O -2.190 0.761 4.164
C -1.825 0.821 2.915
O -2.244 0.077 2.035
C -0.827 1.883 2.612
C -0.533 2.884 3.530
C 0.413 3.844 3.191
C 1.008 3.783 1.942
C 0.661 2.741 1.075
N -0.249 1.796 1.404
C 1.226 2.543 -0.261
O 2.121 3.339 -0.791
O 0.827 1.576 -0.939
H -2.854 0.078 4.363
H -1.049 2.908 4.477
H 0.678 4.622 3.887
H 1.724 4.541 1.658
H 2.447 4.061 -0.232
C -4.995 0.737 -3.291
C -3.981 0.060 -2.375
C -4.532 0.053 -0.943
C -3.712 -1.370 -2.836
P -2.318 0.978 -2.172
C -2.816 2.707 -1.873
C -2.760 3.128 -0.544
C -3.069 4.429 -0.197
C -3.444 5.333 -1.178
C -3.537 4.918 -2.497
C -3.236 3.612 -2.846
C -1.257 1.071 -3.782
C -0.451 2.374 -3.769
C -2.061 1.014 -5.081
C -0.287 -0.121 -3.843
H -5.922 0.168 -3.252
H -4.691 0.748 -4.333
H -5.224 1.750 -2.966
H -5.478 -0.484 -0.920
H -4.721 1.065 -0.588
H -3.841 -0.440 -0.246
H -4.617 -1.959 -2.714
H -2.921 -1.833 -2.246
H -3.447 -1.414 -3.888
H -2.487 2.401 0.221
H -3.017 4.741 0.834
H -3.683 6.350 -0.913
H -3.849 5.612 -3.260
H -3.350 3.314 -3.875
H -1.082 3.207 -4.058
H 0.361 2.329 -4.490
H -0.035 2.618 -2.796
H -2.873 1.732 -5.079
H -2.471 0.027 -5.268
H -1.414 1.267 -5.919
H 0.735 0.752 -2.263
H 0.242 -0.096 -4.800
H -0.828 -1.070 -3.780
C 5.033 -4.977 0.740
C 4.072 -4.798 -0.372
C 4.428 -4.111 -1.542
C 3.521 -3.927 -2.558
C 2.214 -4.430 -2.453
N 1.355 -4.162 -3.513
C 0.045 -4.512 -3.765
O -0.379 -4.511 -4.889
N -0.767 -4.847 -2.674
C -1.041 -4.131 -1.532
C -1.827 -4.711 -0.524
C -2.121 -3.967 0.597
C -1.691 -2.649 0.679
N -0.972 -2.068 -0.288
C -0.618 -2.813 -1.342
C 1.866 -5.163 -1.312
C 2.776 -5.332 -0.294
H 5.877 -4.294 0.663
H 5.431 -5.996 0.725
H 4.541 -4.858 1.706
H 5.433 -3.734 -1.653
H 3.825 -3.416 -3.461
H 1.835 -3.960 -4.388
H -1.463 -5.541 -2.926
H -2.184 -5.724 -0.627
H -2.689 -4.391 1.409
H -1.936 -2.058 1.549
H 0.016 -2.348 -2.079
H 0.906 -5.642 -1.237
H 2.492 -5.902 0.579
C 2.069 -0.405 -3.153
O 0.701 -0.135 -2.762
H 2.151 -1.437 -3.487
H 2.695 -0.262 -2.273
H 2.397 0.273 -3.941

Spin multiplicity: 5
Net charge: +3
Orbital gap (alpha / beta) in eV: 5.80 / 2.78
E_LUMO (alpha / beta) in eV: -8.1 / -11.4
⟨S²⟩: 6.03

---

No. 4
A molecular structure, C14H10F6IrN2O5PS3Se2, computed with ωB97M-V/def2-TZVPD.

Element x y z (Å)
Ir 1.384 -0.621 -1.656
F 5.207 -0.632 -4.258
C 4.325 0.305 -3.971
F 3.102 -0.133 -4.300
F 4.587 1.408 -4.642
S 4.388 0.633 -2.142
O 3.537 -0.463 -1.595
O 5.747 0.598 -1.763
N 3.737 2.053 -1.947
S 2.220 2.192 -1.636
O 1.842 2.010 -0.266
O 1.395 1.354 -2.564
C 1.860 3.990 -1.901
F 0.576 4.163 -1.632
F 2.118 4.359 -3.140
F 2.603 4.663 -1.051
Se -1.049 -0.659 -1.688
P -1.052 -0.701 0.517
Se 1.162 -0.838 0.700
C -1.880 -2.102 1.243
C -1.174 -3.140 1.846
C -1.871 -4.205 2.396
C -3.256 -4.234 2.330
C -3.958 -3.201 1.720
C -3.276 -2.126 1.180
C -1.688 0.791 1.255
C -2.059 1.886 0.479
C -2.528 3.031 1.105
C -2.612 3.082 2.488
C -2.235 1.989 3.261
C -1.779 0.836 2.649
H -0.091 -3.129 1.877
H -1.331 -5.012 2.872
H -3.796 -5.069 2.757
H -5.038 -3.231 1.671
H -3.823 -1.312 0.720
H -1.974 1.848 -0.599
H -2.826 3.884 0.510
H -2.975 3.979 2.972
H -2.304 2.035 4.339
H -1.504 -0.023 3.250
O 2.558 -4.021 -0.108
S 2.176 -3.782 -1.480
N 1.559 -2.453 -1.796

Spin multiplicity: 2
Net charge: +1
Orbital gap (alpha / beta) in eV: 7.13 / 6.34
E_LUMO (alpha / beta) in eV: -5.4 / -6.1
⟨S²⟩: 0.76

---

No. 5
2 unconnected molecules or ions with the total composition C7H18BNO8P, computed with ωB97M-V/def2-TZVPD.

Element x y z (Å)
C 1.321 -2.785 1.403
O 0.907 -1.455 0.929
B 0.070 -1.523 -0.285
O 0.495 -0.661 -1.444
P -1.527 -2.552 -0.524
O -0.756 -4.117 -0.792
N -1.387 -4.957 0.068
O -1.920 -5.827 -0.623
O -1.904 -2.803 1.179
C -3.126 -1.997 1.358
C -3.573 -1.196 -0.037
O -2.284 -0.958 -0.730
H 2.396 -2.705 1.914
H 1.408 -3.605 0.572
H 0.585 -3.085 2.291
H 0.017 0.218 -1.235
H -2.748 -3.321 -0.760
H -1.237 -2.378 -1.953
H -2.875 -1.103 2.070
H -3.895 -2.731 1.847
H -3.993 -0.178 0.418
H -4.372 -1.780 -0.697
O 0.266 1.636 0.434
C 1.134 2.405 0.021
O 1.716 3.291 0.858
C 2.849 4.112 0.521
C 2.411 5.367 -0.206
C 1.496 2.432 -1.435
H 3.597 3.538 -0.036
H 3.320 4.393 1.469
H 1.917 5.134 -1.153
H 3.270 6.012 -0.415
H 1.689 5.926 0.398
H 0.759 3.031 -1.976
H 1.479 1.406 -1.816
H 2.495 2.814 -1.635

Spin multiplicity: 1
Net charge: -1
Orbital gap in eV: 6.23
E_LUMO in eV: 2.5

---

No. 6
A single C4H8O2 molecule, computed with ωB97M-V/def2-TZVPD.

Element x y z (Å)
C 1.601 -0.487 -0.953
O 0.352 0.147 -1.133
C -0.561 -0.413 -0.243
C -0.359 -0.147 1.228
C -1.456 0.547 0.463
O -1.301 1.901 0.186
H 1.551 -1.541 -1.261
H 1.862 -0.456 0.110
H 2.347 0.039 -1.547
H -0.920 -1.401 -0.535
H 0.455 0.517 1.511
H -0.553 -0.958 1.921
H -2.493 0.282 0.648
H -0.526 1.969 -0.393

Spin multiplicity: 1
Orbital gap in eV: 10.51
E_LUMO in eV: 1.0

---

no.,total energy (Eh)
1,-2314.07697
2,-426.25045
3,-2461.60669
4,-8067.22843
5,-1300.29091
6,-307.62383